{
  "formula": "C22H66O11",
  "method": "ωB97M-V/def2-TZVPD",
  "orbital_gap_ev": 9.71,
  "lumo_ev": 0.2,
  "total_charge": 0,
  "energy_ha": -1705.325097,
  "relative_energy_kcal_mol": 57.3,
  "smiles": "CCO.CCO.CCO.CCO.CCO.CCO.CCO.CCO.CCO.CCO.CCO",
  "homo_energy_ev": -9.529,
  "elements": ["C", "C", "O", "H", "H", "H", "H", "H", "H", "C", "C", "O", "H", "H", "H", "H", "H", "H", "C", "C", "O", "H", "H", "H", "H", "H", "H", "C", "C", "O", "H", "H", "H", "H", "H", "H", "C", "C", "O", "H", "H", "H", "H", "H", "H", "C", "C", "O", "H", "H", "H", "H", "H", "H", "C", "C", "O", "H", "H", "H", "H", "H", "H", "C", "C", "O", "H", "H", "H", "H", "H", "H", "C", "C", "O", "H", "H", "H", "H", "H", "H", "C", "C", "O", "H", "H", "H", "H", "H", "H", "C", "C", "O", "H", "H", "H", "H", "H", "H"],
  "positions_angstrom": [[-5.24, -21.06, -14.37], [-5.32, -22.03, -13.19], [-4.99, -21.33, -12.00], [-5.74, -21.57, -15.20], [-4.22, -20.84, -14.69], [-5.69, -20.10, -14.15], [-4.73, -22.92, -13.41], [-6.37, -22.31, -13.08], [-4.92, -21.98, -11.28], [-7.91, -25.47, -7.24], [-7.07, -26.24, -6.26], [-6.18, -25.35, -5.58], [-7.20, -25.05, -7.97], [-8.46, -24.65, -6.79], [-8.48, -26.15, -7.87], [-6.56, -27.12, -6.68], [-7.68, -26.79, -5.53], [-6.17, -25.58, -4.65], [-5.16, -22.32, -8.49], [-3.90, -23.04, -9.00], [-4.19, -23.46, -10.32], [-5.50, -21.54, -9.17], [-4.92, -21.78, -7.57], [-6.01, -23.01, -8.49], [-3.72, -23.87, -8.32], [-3.04, -22.37, -8.90], [-3.56, -24.10, -10.66], [-4.21, -23.21, -4.17], [-5.37, -22.23, -4.12], [-6.25, -22.42, -5.23], [-3.77, -23.29, -5.16], [-4.51, -24.21, -3.82], [-3.41, -23.00, -3.45], [-4.95, -21.22, -4.12], [-5.99, -22.19, -3.22], [-6.28, -23.33, -5.55], [-5.29, -18.04, -8.86], [-5.63, -17.02, -7.80], [-5.97, -15.82, -8.50], [-5.15, -19.07, -8.52], [-4.36, -17.74, -9.34], [-6.11, -18.03, -9.58], [-4.76, -16.82, -7.16], [-6.48, -17.32, -7.19], [-6.34, -15.19, -7.89], [-6.91, -18.80, -4.14], [-7.27, -19.28, -5.53], [-8.09, -20.45, -5.44], [-6.24, -17.94, -4.18], [-6.38, -19.53, -3.54], [-7.84, -18.48, -3.67], [-6.39, -19.61, -6.11], [-7.80, -18.61, -6.21], [-7.53, -21.23, -5.22], [-0.95, -21.51, -11.16], [-0.13, -21.99, -12.37], [0.20, -23.38, -12.13], [-1.15, -20.44, -11.24], [-0.35, -21.68, -10.26], [-1.93, -21.98, -11.10], [0.84, -21.51, -12.54], [-0.76, -21.93, -13.25], [0.84, -23.44, -11.42], [0.63, -25.20, -8.60], [-0.79, -24.83, -8.22], [-1.00, -24.76, -6.83], [1.34, -24.54, -8.10], [0.78, -25.20, -9.68], [0.91, -26.18, -8.20], [-1.54, -25.45, -8.73], [-1.03, -23.81, -8.57], [-1.92, -25.05, -6.64], [-2.27, -25.27, -13.84], [-2.15, -26.17, -12.61], [-2.03, -25.36, -11.44], [-1.39, -24.63, -13.98], [-3.14, -24.63, -13.73], [-2.33, -25.77, -14.81], [-1.24, -26.77, -12.63], [-2.99, -26.85, -12.56], [-1.39, -24.64, -11.60], [-8.29, -20.62, -9.49], [-9.72, -20.59, -8.96], [-9.84, -19.71, -7.86], [-7.90, -19.64, -9.74], [-8.09, -21.30, -10.32], [-7.67, -20.96, -8.65], [-10.01, -21.60, -8.62], [-10.46, -20.23, -9.68], [-9.49, -20.15, -7.08], [-2.37, -28.20, -7.21], [-3.58, -27.48, -6.57], [-3.33, -26.09, -6.45], [-2.07, -27.63, -8.09], [-2.57, -29.23, -7.52], [-1.54, -28.29, -6.52], [-3.75, -27.90, -5.58], [-4.42, -27.69, -7.23], [-4.17, -25.65, -6.25]]
}


{
  "formula": "C22H66O19",
  "method": "ωB97M-V/def2-TZVPD",
  "orbital_gap_ev": [9.89, 3.11],
  "lumo_ev": [-2.2, -8.9],
  "total_charge": 1,
  "energy_ha": -2306.721666,
  "relative_energy_kcal_mol": 53.4,
  "s_squared": 0.75,
  "spin_multiplicity": 2,
  "homo_energy_ev": [-12.125, -12.024],
  "elements": ["C", "C", "O", "H", "H", "H", "H", "H", "H", "C", "C", "O", "H", "H", "H", "H", "H", "H", "C", "C", "O", "H", "H", "H", "H", "H", "H", "C", "C", "O", "O", "H", "H", "H", "H", "H", "H", "C", "C", "O", "O", "H", "H", "H", "H", "H", "H", "C", "C", "O", "O", "H", "H", "H", "H", "H", "H", "C", "C", "O", "O", "H", "H", "H", "H", "H", "H", "C", "C", "O", "O", "H", "H", "H", "H", "H", "H", "C", "C", "O", "O", "H", "H", "H", "H", "H", "H", "C", "C", "O", "O", "H", "H", "H", "H", "H", "H", "C", "C", "O", "O", "H", "H", "H", "H", "H", "H"],
  "positions_angstrom": [[-27.32, 1.50, -23.58], [-26.26, 1.71, -24.64], [-26.25, 0.50, -25.36], [-27.28, 2.36, -22.91], [-27.15, 0.58, -23.03], [-28.31, 1.36, -24.01], [-25.25, 1.89, -24.27], [-26.67, 2.39, -25.39], [-27.19, 0.37, -25.54], [-23.79, 4.90, -27.67], [-23.13, 3.74, -26.78], [-22.24, 3.01, -27.49], [-23.00, 5.60, -27.95], [-24.56, 5.44, -27.11], [-24.17, 4.40, -28.56], [-23.87, 3.06, -26.37], [-22.33, 4.09, -26.13], [-21.42, 3.52, -27.42], [-26.56, 10.57, -23.86], [-26.69, 9.11, -23.62], [-26.53, 8.28, -24.82], [-26.81, 10.99, -22.89], [-27.32, 10.93, -24.55], [-25.58, 10.91, -24.21], [-27.61, 8.86, -23.11], [-25.80, 8.85, -23.04], [-26.91, 7.45, -24.54], [-27.78, 5.07, -24.65], [-27.98, 5.44, -26.10], [-27.37, 4.63, -27.13], [-27.97, 6.23, -23.85], [-26.72, 4.84, -24.53], [-28.45, 4.35, -24.19], [-27.70, 6.44, -26.44], [-29.02, 5.33, -26.39], [-27.46, 5.03, -27.99], [-27.74, 5.92, -22.97], [-31.22, 2.96, -24.65], [-32.59, 2.99, -25.46], [-33.04, 4.34, -25.67], [-31.54, 3.07, -23.25], [-30.54, 3.73, -25.00], [-30.79, 1.96, -24.77], [-33.31, 2.37, -24.92], [-32.46, 2.53, -26.45], [-33.54, 4.74, -24.95], [-32.06, 3.86, -23.11], [-23.71, 3.78, -20.09], [-24.09, 4.21, -21.52], [-25.47, 3.88, -21.75], [-23.81, 4.92, -19.27], [-22.71, 3.35, -20.14], [-24.31, 2.93, -19.76], [-23.61, 3.61, -22.29], [-23.89, 5.26, -21.72], [-26.03, 4.58, -21.39], [-22.99, 5.41, -19.32], [-30.02, 8.23, -25.60], [-30.82, 7.77, -24.40], [-32.18, 7.65, -24.83], [-30.53, 9.52, -25.96], [-30.14, 7.40, -26.29], [-29.00, 8.36, -25.22], [-30.76, 8.48, -23.58], [-30.56, 6.78, -24.01], [-32.43, 8.44, -25.31], [-30.16, 10.13, -25.32], [-23.70, 9.05, -26.69], [-24.67, 9.55, -27.77], [-25.81, 8.70, -27.65], [-22.46, 9.66, -26.52], [-23.53, 7.97, -26.71], [-24.19, 9.15, -25.73], [-24.28, 9.56, -28.79], [-24.95, 10.57, -27.49], [-26.16, 8.68, -26.75], [-22.03, 9.45, -25.69], [-31.85, 4.67, -29.60], [-31.69, 6.00, -28.85], [-31.01, 7.01, -29.61], [-32.97, 4.63, -30.46], [-31.97, 3.87, -28.86], [-31.00, 4.40, -30.22], [-30.93, 5.76, -28.11], [-32.51, 6.50, -28.34], [-31.32, 7.85, -29.27], [-33.77, 4.84, -29.98], [-26.18, 6.06, -31.49], [-26.87, 5.47, -30.22], [-27.14, 6.37, -29.19], [-25.01, 6.59, -31.05], [-26.85, 6.79, -31.95], [-25.95, 5.29, -32.23], [-26.23, 4.67, -29.87], [-27.86, 5.06, -30.43], [-26.38, 6.96, -29.08], [-25.23, 7.52, -31.11], [-28.23, 4.94, -19.79], [-29.02, 3.79, -20.38], [-29.83, 3.39, -19.24], [-27.53, 5.60, -20.85], [-27.60, 4.55, -18.99], [-28.94, 5.69, -19.45], [-28.41, 2.99, -20.80], [-29.56, 3.92, -21.32], [-29.32, 2.83, -18.66], [-27.32, 6.46, -20.49]]
}


{
  "formula": "C22H66O20",
  "method": "ωB97M-V/def2-TZVPD",
  "orbital_gap_ev": 9.40,
  "lumo_ev": 0.2,
  "total_charge": 0,
  "energy_ha": -2382.402438,
  "relative_energy_kcal_mol": 21.8,
  "smiles": "OCCO.OCCO.OCCO.OCCO.OCCO.OCCO.OCCO.OCCO.OCCO.CCO.CCO",
  "homo_energy_ev": -9.249,
  "elements": ["O", "C", "C", "O", "H", "H", "H", "H", "H", "H", "O", "C", "C", "O", "H", "H", "H", "H", "H", "H", "O", "C", "C", "O", "H", "H", "H", "H", "H", "H", "O", "C", "C", "O", "H", "H", "H", "H", "H", "H", "O", "C", "C", "O", "H", "H", "H", "H", "H", "H", "O", "C", "C", "O", "H", "H", "H", "H", "H", "H", "O", "C", "C", "O", "H", "H", "H", "H", "H", "H", "O", "C", "C", "O", "H", "H", "H", "H", "H", "H", "O", "C", "C", "O", "H", "H", "H", "H", "H", "H", "C", "C", "O", "H", "H", "H", "H", "H", "H", "C", "C", "O", "H", "H", "H", "H", "H", "H"],
  "positions_angstrom": [[1.15, 0.34, -1.32], [0.68, -0.78, -0.60], [-0.74, -0.42, -0.06], [-0.68, 0.43, 1.11], [1.50, 0.92, -0.64], [0.52, -1.63, -1.26], [1.44, -1.04, 0.14], [-1.19, -1.35, 0.27], [-1.35, 0.13, -0.78], [-1.58, 0.69, 1.30], [-3.68, 1.61, -3.25], [-3.91, 0.19, -3.39], [-5.40, -0.19, -3.28], [-6.12, 0.31, -4.40], [-2.73, 1.69, -3.09], [-3.48, -0.09, -4.36], [-3.27, -0.33, -2.68], [-5.85, 0.17, -2.36], [-5.45, -1.25, -3.03], [-7.03, 0.04, -4.26], [2.78, 1.96, 0.44], [1.99, 3.00, 1.04], [2.80, 4.17, 1.56], [2.01, 5.10, 2.26], [3.45, 1.72, 1.09], [1.39, 3.43, 0.24], [1.32, 2.67, 1.83], [3.37, 4.72, 0.81], [3.52, 3.88, 2.33], [1.83, 4.76, 3.14], [-2.46, 4.63, 0.05], [-2.19, 3.44, 0.74], [-3.42, 2.53, 0.70], [-3.23, 1.39, 1.46], [-1.65, 5.15, 0.10], [-1.40, 2.84, 0.29], [-1.94, 3.67, 1.78], [-3.68, 2.33, -0.34], [-4.26, 3.11, 1.09], [-4.10, 1.13, 1.79], [0.61, -3.90, -0.61], [0.92, -4.15, 0.75], [0.03, -5.21, 1.47], [0.58, -6.52, 1.41], [1.34, -4.19, -1.15], [1.98, -4.37, 0.86], [0.88, -3.22, 1.31], [-0.99, -5.33, 1.11], [-0.17, -4.97, 2.52], [0.51, -6.86, 0.52], [0.78, 4.84, -4.03], [0.43, 3.95, -2.96], [-0.29, 2.76, -3.63], [-1.04, 2.08, -2.61], [1.17, 4.26, -4.68], [1.34, 3.71, -2.41], [-0.14, 4.46, -2.18], [0.44, 2.06, -4.03], [-1.01, 3.05, -4.40], [-0.48, 1.38, -2.26], [3.74, -1.45, 2.26], [4.89, -1.07, 2.99], [5.55, 0.14, 2.33], [4.74, 1.32, 2.62], [3.01, -0.88, 2.49], [4.65, -0.99, 4.05], [5.60, -1.86, 2.77], [5.63, 0.01, 1.25], [6.48, 0.34, 2.87], [5.37, 2.04, 2.70], [1.55, 0.12, 2.99], [0.99, 0.55, 4.24], [1.99, 0.42, 5.38], [3.04, 1.45, 5.29], [0.82, 0.24, 2.39], [0.72, 1.58, 4.02], [0.03, 0.10, 4.49], [2.49, -0.55, 5.44], [1.41, 0.46, 6.30], [3.54, 1.30, 4.48], [-4.35, -1.82, -0.43], [-4.52, -2.75, 0.64], [-4.11, -2.12, 2.04], [-4.95, -1.00, 2.29], [-4.28, -2.34, -1.24], [-5.61, -2.85, 0.60], [-4.02, -3.68, 0.38], [-3.06, -1.84, 2.00], [-4.14, -2.89, 2.82], [-5.84, -1.33, 2.15], [5.56, 1.45, -2.18], [4.92, 0.02, -2.05], [5.73, -0.68, -1.12], [5.55, 2.00, -1.24], [4.85, 2.02, -2.78], [6.57, 1.42, -2.57], [4.98, -0.40, -3.05], [3.90, 0.06, -1.68], [5.38, -1.54, -0.90], [-1.73, -3.45, -2.80], [-3.09, -4.06, -3.16], [-4.14, -3.36, -2.56], [-1.02, -4.05, -3.37], [-1.62, -3.63, -1.73], [-1.65, -2.40, -3.07], [-3.10, -5.07, -2.76], [-3.29, -4.12, -4.23], [-4.98, -3.77, -2.79]]
}


{
  "formula": "C22H66O22",
  "method": "ωB97M-V/def2-TZVPD",
  "orbital_gap_ev": [1.90, 9.34],
  "lumo_ev": [2.0, 2.0],
  "total_charge": -1,
  "energy_ha": -2532.884312,
  "relative_energy_kcal_mol": 0.0,
  "s_squared": 0.75,
  "spin_multiplicity": 2,
  "homo_energy_ev": [0.071, -7.373],
  "elements": ["C", "C", "O", "O", "H", "H", "H", "H", "H", "H", "C", "C", "O", "O", "H", "H", "H", "H", "H", "H", "C", "C", "O", "O", "H", "H", "H", "H", "H", "H", "C", "C", "O", "O", "H", "H", "H", "H", "H", "H", "C", "C", "O", "O", "H", "H", "H", "H", "H", "H", "C", "C", "O", "O", "H", "H", "H", "H", "H", "H", "C", "C", "O", "O", "H", "H", "H", "H", "H", "H", "C", "C", "O", "O", "H", "H", "H", "H", "H", "H", "C", "C", "O", "O", "H", "H", "H", "H", "H", "H", "C", "C", "O", "O", "H", "H", "H", "H", "H", "H", "C", "C", "O", "O", "H", "H", "H", "H", "H", "H"],
  "positions_angstrom": [[2.95, 1.48, -4.01], [2.71, 3.00, -4.19], [1.34, 3.30, -4.27], [2.55, 1.07, -2.67], [3.97, 1.18, -4.28], [2.36, 0.92, -4.73], [3.20, 3.27, -5.12], [3.14, 3.59, -3.38], [0.86, 3.13, -3.46], [2.34, 0.14, -2.80], [-0.61, -4.08, 0.73], [-0.10, -5.32, 1.45], [-1.12, -6.28, 1.69], [-1.43, -3.32, 1.51], [-1.26, -4.31, -0.12], [0.21, -3.48, 0.33], [0.45, -5.09, 2.36], [0.60, -5.76, 0.75], [-1.88, -5.89, 2.14], [-2.33, -3.64, 1.52], [3.07, -2.78, 2.32], [2.89, -1.81, 3.51], [3.07, -2.50, 4.74], [3.07, -2.15, 1.05], [2.23, -3.48, 2.29], [3.98, -3.36, 2.48], [1.91, -1.34, 3.59], [3.57, -0.95, 3.47], [3.35, -1.78, 5.31], [3.05, -2.79, 0.33], [-0.14, -0.29, 1.10], [-0.10, -0.32, -0.39], [-0.10, -1.58, -1.09], [-1.40, -0.64, 1.61], [0.08, 0.68, 1.55], [0.63, -0.93, 1.52], [0.82, 0.18, -0.70], [-0.95, 0.26, -0.74], [-0.95, -2.01, -0.92], [-1.38, -1.59, 1.50], [-3.56, 0.30, 4.14], [-4.17, 1.32, 3.22], [-4.17, 0.73, 1.94], [-2.14, 0.25, 4.08], [-3.99, -0.70, 4.07], [-3.79, 0.56, 5.18], [-3.68, 2.29, 3.24], [-5.20, 1.56, 3.48], [-3.30, 0.38, 1.71], [-1.90, -0.14, 3.24], [2.87, 4.55, 0.89], [2.06, 3.31, 0.53], [0.73, 3.44, 0.96], [3.25, 4.57, 2.28], [2.34, 5.49, 0.77], [3.76, 4.67, 0.28], [2.38, 2.37, 0.97], [2.01, 3.37, -0.56], [0.78, 3.51, 1.92], [3.95, 3.94, 2.48], [3.66, -3.60, -2.02], [2.61, -3.05, -2.88], [2.29, -1.72, -2.51], [3.07, -4.15, -0.81], [4.41, -2.85, -1.76], [4.10, -4.49, -2.48], [1.69, -3.64, -2.94], [2.95, -3.09, -3.92], [1.49, -1.76, -1.99], [2.73, -5.03, -1.00], [0.93, 3.17, 4.23], [1.60, 1.79, 4.02], [0.72, 0.79, 4.52], [-0.24, 3.32, 3.43], [1.58, 3.96, 3.86], [0.74, 3.34, 5.29], [2.59, 1.71, 4.48], [1.71, 1.57, 2.96], [-0.12, 0.93, 4.07], [-0.76, 4.10, 3.63], [-1.22, 0.11, -4.11], [-0.92, 0.56, -5.53], [-0.65, -0.43, -6.54], [-2.56, -0.23, -3.87], [-0.91, 0.88, -3.40], [-0.63, -0.75, -3.76], [-0.07, 1.24, -5.50], [-1.80, 1.12, -5.85], [-1.44, -0.94, -6.74], [-2.63, -0.41, -2.93], [-1.66, 3.68, -1.69], [-2.47, 3.41, -0.42], [-2.00, 4.20, 0.69], [-0.40, 3.11, -1.76], [-1.54, 4.75, -1.82], [-2.29, 3.28, -2.49], [-2.42, 2.37, -0.09], [-3.50, 3.61, -0.70], [-1.10, 4.03, 0.96], [0.13, 3.10, -0.95], [-4.08, -2.53, -1.34], [-4.30, -1.18, -0.64], [-4.13, -0.08, -1.49], [-2.67, -2.80, -1.68], [-4.68, -2.68, -2.24], [-4.48, -3.28, -0.65], [-3.55, -1.10, 0.15], [-5.27, -1.17, -0.14], [-4.82, -0.13, -2.16], [-2.60, -3.52, -2.30]]
}


Number 4 is which compound?
C22H66O22